Entry 1:
Density functional theory data (ωB97M-V/def2-TZVPD) for a molecular structure, C22H38O3OsP2S.

Cartesian coordinates (Å):
P  0.473  -2.354  -0.697
P  0.313  2.216  0.376
C  1.583  0.156  -1.463
C  1.632  1.398  -0.583
H  2.020  0.519  -2.414
H  2.292  -0.620  -1.052
H  2.490  1.329  0.117
H  1.866  2.226  -1.272
C  -1.222  2.523  -0.475
H  -1.980  2.980  0.170
H  -1.624  1.571  -0.840
H  -1.063  3.175  -1.337
C  1.140  3.624  1.136
H  1.112  4.503  0.477
H  2.192  3.349  1.292
H  0.693  3.877  2.104
C  -0.655  -3.750  -0.904
H  -0.321  -4.589  -0.281
H  -0.692  -4.061  -1.953
H  -1.650  -3.416  -0.590
C  2.142  -3.067  -0.970
H  2.930  -2.354  -0.706
H  2.286  -3.342  -2.023
H  2.278  -3.963  -0.348
Os  -0.174  -0.523  -2.430
C  0.159  0.810  -3.859
C  -1.254  0.865  -3.501
C  -2.323  0.249  -4.358
C  -1.884  -1.187  -4.733
C  -1.079  -1.847  -3.647
C  0.385  -1.978  -3.686
C  1.256  -1.331  -4.705
C  0.797  0.102  -5.027
C  0.369  -1.900  1.050
H  0.659  1.760  -3.614
H  -1.565  1.813  -3.032
H  -2.533  0.838  -5.264
H  -3.264  0.230  -3.785
H  -2.811  -1.751  -4.862
H  -1.357  -1.163  -5.694
H  -1.584  -2.720  -3.195
H  0.739  -2.944  -3.311
H  1.325  -1.953  -5.599
H  2.270  -1.308  -4.291
H  1.707  0.674  -5.227
H  0.206  0.138  -5.944
H  1.140  -1.163  1.276
H  0.520  -2.799  1.644
H  -0.606  -1.469  1.271
C  0.200  0.668  8.246
C  -0.112  0.785  6.774
C  -0.592  -0.323  6.071
C  -0.975  -0.213  4.738
C  -0.827  1.016  4.091
C  -0.309  2.127  4.761
C  0.063  1.997  6.092
S  -1.505  1.234  2.489
O  -2.268  0.090  2.046
O  -1.998  2.591  2.355
O  -0.040  1.160  1.553
H  -0.671  0.293  8.805
H  1.031  -0.033  8.420
H  0.477  1.653  8.645
H  -0.680  -1.282  6.583
H  -1.395  -1.060  4.203
H  -0.217  3.083  4.251
H  0.489  2.842  6.638

Computed properties:
* highest occupied orbital energy (alpha / beta): -10.5 / -14.6 eV
* net charge: +2
* 2S+1: 5

Listed below, in e, are the Löwdin charges computed for each atom: number 1, P, carries 0.782; number 2, P, carries 0.840; number 3, C, carries -0.359; number 4, C, carries -0.315; number 5, H, carries 0.059; number 6, H, carries 0.033; number 7, H, carries 0.114; number 8, H, carries 0.101; number 9, C, carries -0.147; number 10, H, carries 0.072; number 11, H, carries 0.051; number 12, H, carries 0.077; number 13, C, carries -0.118; number 14, H, carries 0.085; number 15, H, carries 0.078; number 16, H, carries 0.065; number 17, C, carries -0.239; number 18, H, carries 0.069; number 19, H, carries 0.042; number 20, H, carries 0.067; number 21, C, carries -0.212; number 22, H, carries 0.047; number 23, H, carries 0.053; number 24, H, carries 0.073; number 25, Os, carries 1.381; number 26, C, carries -0.352; number 27, C, carries -0.301; number 28, C, carries -0.169; number 29, C, carries -0.170; number 30, C, carries -0.314; number 31, C, carries -0.353; number 32, C, carries -0.173; number 33, C, carries -0.169; number 34, C, carries -0.224; number 35, H, carries 0.124; number 36, H, carries 0.099; number 37, H, carries 0.136; number 38, H, carries 0.122; number 39, H, carries 0.127; number 40, H, carries 0.119; number 41, H, carries 0.104; number 42, H, carries 0.090; number 43, H, carries 0.137; number 44, H, carries 0.119; number 45, H, carries 0.123; number 46, H, carries 0.122; number 47, H, carries 0.048; number 48, H, carries 0.069; number 49, H, carries 0.027; number 50, C, carries -0.016; number 51, C, carries -0.240; number 52, C, carries 0.033; number 53, C, carries -0.030; number 54, C, carries -0.278; number 55, C, carries -0.058; number 56, C, carries -0.004; number 57, S, carries 0.715; number 58, O, carries -0.266; number 59, O, carries -0.278; number 60, O, carries -0.413; number 61, H, carries 0.104; number 62, H, carries 0.104; number 63, H, carries 0.089; number 64, H, carries 0.142; number 65, H, carries 0.119; number 66, H, carries 0.107; number 67, H, carries 0.133

=====

Entry 2:
Density functional theory data (ωB97M-V/def2-TZVPD) for a molecular structure, C22H38O3P2SZr.

Cartesian coordinates (Å):
P  0.239  -1.856  -4.507
P  0.260  1.220  -4.400
C  -0.095  -0.962  -6.125
C  0.495  0.434  -6.093
H  -1.186  -0.960  -6.288
H  0.357  -1.555  -6.933
H  1.574  0.440  -6.319
H  0.004  1.078  -6.836
C  -1.366  1.983  -4.852
H  -1.635  2.736  -4.102
H  -2.144  1.212  -4.911
H  -1.262  2.468  -5.834
C  1.337  2.645  -4.834
H  0.985  3.085  -5.780
H  2.366  2.292  -4.962
H  1.292  3.395  -4.039
C  -0.827  -3.278  -4.961
H  -0.701  -4.078  -4.225
H  -0.526  -3.640  -5.958
H  -1.871  -2.949  -4.993
C  1.847  -2.558  -5.091
H  2.609  -1.772  -5.135
H  1.696  -2.975  -6.097
H  2.164  -3.358  -4.413
Zr  0.055  -0.252  1.517
C  0.858  1.104  -0.401
C  -0.515  1.158  -0.609
C  -1.312  0.286  -1.530
C  -1.742  -1.120  -0.997
C  -0.751  -1.848  -0.104
C  0.626  -1.902  -0.289
C  1.379  -1.230  -1.409
C  1.838  0.236  -1.159
C  0.505  -1.889  2.936
H  1.319  2.002  0.036
H  -1.038  2.063  -0.266
H  -0.793  0.155  -2.501
H  -2.247  0.833  -1.768
H  -2.694  -0.991  -0.445
H  -2.006  -1.783  -1.850
H  -1.205  -2.589  0.573
H  1.206  -2.643  0.280
H  0.764  -1.255  -2.338
H  2.285  -1.835  -1.632
H  2.795  0.201  -0.606
H  2.100  0.717  -2.130
H  1.291  -1.536  3.627
H  0.853  -2.825  2.468
H  -0.364  -2.139  3.581
C  -0.317  1.960  10.391
C  -0.424  1.568  8.943
C  -1.227  0.490  8.558
C  -1.381  0.155  7.213
C  -0.671  0.886  6.245
C  0.118  1.973  6.593
C  0.241  2.293  7.950
S  -0.593  1.453  3.606
O  -0.784  0.454  4.923
O  -1.487  0.595  2.625
O  0.800  1.104  3.025
H  -1.286  2.225  10.836
H  0.101  1.149  11.000
H  0.344  2.821  10.488
H  -1.727  -0.126  9.320
H  -2.056  -0.644  6.884
H  0.638  2.569  5.852
H  0.889  3.110  8.255

Computed properties:
* highest occupied orbital energy: -13.0 eV
* net charge: +2

Listed below, in e, are the Löwdin charges computed for each atom: number 1, P, carries 0.835; number 2, P, carries 0.827; number 3, C, carries -0.425; number 4, C, carries -0.427; number 5, H, carries 0.085; number 6, H, carries 0.084; number 7, H, carries 0.084; number 8, H, carries 0.084; number 9, C, carries -0.280; number 10, H, carries 0.038; number 11, H, carries 0.042; number 12, H, carries 0.049; number 13, C, carries -0.301; number 14, H, carries 0.052; number 15, H, carries 0.042; number 16, H, carries 0.034; number 17, C, carries -0.301; number 18, H, carries 0.036; number 19, H, carries 0.053; number 20, H, carries 0.040; number 21, C, carries -0.272; number 22, H, carries 0.042; number 23, H, carries 0.049; number 24, H, carries 0.040; number 25, Zr, carries 1.840; number 26, C, carries -0.204; number 27, C, carries -0.122; number 28, C, carries -0.189; number 29, C, carries -0.137; number 30, C, carries -0.203; number 31, C, carries -0.152; number 32, C, carries -0.193; number 33, C, carries -0.166; number 34, C, carries -0.233; number 35, H, carries 0.138; number 36, H, carries 0.143; number 37, H, carries 0.006; number 38, H, carries 0.139; number 39, H, carries 0.129; number 40, H, carries 0.146; number 41, H, carries 0.143; number 42, H, carries 0.127; number 43, H, carries -0.009; number 44, H, carries 0.143; number 45, H, carries 0.126; number 46, H, carries 0.119; number 47, H, carries 0.033; number 48, H, carries 0.016; number 49, H, carries 0.043; number 50, C, carries -0.038; number 51, C, carries -0.257; number 52, C, carries -0.015; number 53, C, carries 0.008; number 54, C, carries -0.309; number 55, C, carries -0.026; number 56, C, carries -0.015; number 57, S, carries 1.015; number 58, O, carries -0.243; number 59, O, carries -0.533; number 60, O, carries -0.538; number 61, H, carries 0.095; number 62, H, carries 0.094; number 63, H, carries 0.079; number 64, H, carries 0.135; number 65, H, carries 0.128; number 66, H, carries 0.105; number 67, H, carries 0.122

=====

Entry 3:
Density functional theory data (ωB97M-V/def2-TZVPD) for a molecular structure, C22H39BCrN9O3P.

Cartesian coordinates (Å):
Cr  12.883  10.265  9.017
O  16.485  11.786  12.197
C  17.339  11.163  11.411
C  18.759  11.096  11.657
C  19.555  10.435  10.739
C  19.049  9.761  9.612
C  17.698  9.896  9.352
C  16.845  10.593  10.219
C  15.440  10.837  9.849
O  14.802  9.861  9.275
N  14.898  11.988  10.133
N  13.537  11.959  9.661
C  12.759  12.937  10.061
C  11.382  12.728  9.562
C  10.391  13.731  9.617
C  9.197  13.408  9.031
C  8.873  12.081  8.791
C  9.915  11.100  8.815
N  11.148  11.435  9.151
H  15.715  12.048  11.572
H  19.235  11.584  12.495
H  20.643  10.559  10.947
H  19.704  9.135  8.987
H  17.298  9.454  8.472
H  13.200  13.816  10.561
H  10.741  14.719  9.910
H  8.460  14.165  8.929
H  7.863  11.782  8.616
H  9.713  10.097  8.534
N  12.744  9.724  11.094
C  12.378  8.230  11.240
C  12.896  7.464  10.054
N  12.358  8.145  8.775
H  13.693  9.945  11.432
H  12.059  10.309  11.555
H  11.328  8.102  11.481
H  12.966  7.848  12.067
H  12.554  6.410  10.083
H  13.953  7.521  10.121
H  11.318  8.019  8.618
H  12.870  7.862  7.969
B  12.286  9.927  4.421
C  12.722  10.129  5.932
N  13.069  10.245  7.026
H  13.249  9.543  3.732
H  11.634  8.915  4.424
H  11.780  10.879  3.893
C  7.127  6.605  9.902
N  7.572  6.205  8.583
C  6.684  5.318  7.856
P  8.775  6.973  7.739
O  9.631  7.778  8.672
N  9.748  5.795  6.989
C  10.429  4.860  7.868
C  9.348  5.219  5.726
N  8.097  7.752  6.448
C  8.977  8.383  5.519
C  6.833  8.492  6.649
H  6.501  7.487  9.943
H  7.907  6.623  10.705
H  6.406  5.831  10.107
H  5.637  5.661  7.820
H  6.770  4.345  8.295
H  6.968  5.390  6.773
H  10.681  5.310  8.801
H  11.392  4.518  7.417
H  9.862  3.937  8.039
H  8.423  5.582  5.405
H  9.367  4.136  5.820
H  10.068  5.504  4.961
H  9.963  7.895  5.584
H  9.161  9.410  5.634
H  8.595  8.085  4.501
H  6.234  7.829  7.217
H  6.368  8.686  5.655
H  6.906  9.404  7.253

Computed properties:
* highest occupied orbital energy (alpha / beta): -5.5 / -7.9 eV
* 2S+1: 5

Listed below, in e, are the Löwdin charges computed for each atom: number 1, Cr, carries 0.837; number 2, O, carries 0.038; number 3, C, carries -0.283; number 4, C, carries -0.007; number 5, C, carries -0.108; number 6, C, carries -0.094; number 7, C, carries -0.030; number 8, C, carries -0.091; number 9, C, carries -0.456; number 10, O, carries -0.141; number 11, N, carries 0.082; number 12, N, carries -0.168; number 13, C, carries -0.075; number 14, C, carries -0.251; number 15, C, carries -0.031; number 16, C, carries -0.095; number 17, C, carries -0.061; number 18, C, carries -0.097; number 19, N, carries -0.022; number 20, H, carries 0.082; number 21, H, carries 0.104; number 22, H, carries 0.111; number 23, H, carries 0.104; number 24, H, carries 0.106; number 25, H, carries 0.130; number 26, H, carries 0.117; number 27, H, carries 0.096; number 28, H, carries 0.080; number 29, H, carries 0.072; number 30, N, carries 0.004; number 31, C, carries -0.170; number 32, C, carries -0.183; number 33, N, carries -0.004; number 34, H, carries 0.107; number 35, H, carries 0.101; number 36, H, carries 0.118; number 37, H, carries 0.112; number 38, H, carries 0.118; number 39, H, carries 0.098; number 40, H, carries 0.047; number 41, H, carries 0.076; number 42, B, carries -0.406; number 43, C, carries -0.148; number 44, N, carries 0.056; number 45, H, carries 0.013; number 46, H, carries -0.019; number 47, H, carries -0.001; number 48, C, carries -0.098; number 49, N, carries -0.317; number 50, C, carries -0.106; number 51, P, carries 0.569; number 52, O, carries -0.312; number 53, N, carries -0.286; number 54, C, carries -0.116; number 55, C, carries -0.122; number 56, N, carries -0.315; number 57, C, carries -0.124; number 58, C, carries -0.065; number 59, H, carries 0.076; number 60, H, carries 0.098; number 61, H, carries 0.070; number 62, H, carries 0.091; number 63, H, carries 0.083; number 64, H, carries 0.079; number 65, H, carries 0.049; number 66, H, carries 0.101; number 67, H, carries 0.082; number 68, H, carries 0.041; number 69, H, carries 0.087; number 70, H, carries 0.091; number 71, H, carries 0.061; number 72, H, carries 0.073; number 73, H, carries 0.116; number 74, H, carries 0.039; number 75, H, carries 0.107; number 76, H, carries 0.083